# 1
{
  "formula": "C24H38AsIrN2O7PSSe2",
  "method": "wB97M-V/def2-TZVPD",
  "de_lowest_kj_mol": 480.9,
  "charge": 2,
  "e_lumo_ev": [-8.2, -8.1],
  "spin_multiplicity": 2,
  "max_force_ev_per_a": 4.0,
  "e_tot_ha": -9455.38968,
  "species": ["Ir", "C", "N", "C", "C", "O", "C", "O", "C", "C", "O", "N", "C", "C", "H", "H", "H", "H", "H", "H", "H", "H", "H", "H", "H", "H", "H", "H", "H", "H", "Se", "P", "Se", "C", "C", "C", "C", "C", "C", "C", "C", "C", "C", "C", "C", "H", "H", "H", "H", "H", "H", "H", "H", "H", "H", "C", "As", "C", "C", "O", "H", "H", "H", "H", "H", "H", "H", "H", "H", "C", "S", "O", "O", "O", "H", "H", "H"],
  "xyz": [[-1.225, 0.241, -0.207], [1.076, -4.400, -2.343], [0.979, -2.957, -2.271], [1.488, -2.251, -3.431], [0.454, -2.267, -1.269], [0.505, -1.021, -1.236], [-0.161, -3.014, -0.083], [-1.264, -2.274, 0.433], [-1.355, -2.233, 1.842], [-0.405, -1.192, 2.428], [0.140, -0.373, 1.659], [-0.209, -1.178, 3.734], [0.698, -0.223, 4.334], [-0.869, -2.068, 4.662], [1.974, -4.660, -2.903], [0.221, -4.827, -2.871], [1.163, -4.853, -1.360], [2.509, -2.560, -3.642], [1.464, -1.183, -3.239], [0.867, -2.477, -4.298], [0.639, -3.106, 0.667], [-0.527, -4.007, -0.363], [-1.191, -3.224, 2.274], [-2.368, -1.877, 2.060], [1.304, 0.242, 3.560], [1.347, -0.736, 5.042], [0.134, 0.543, 4.868], [-1.852, -2.362, 4.307], [-0.994, -1.549, 5.611], [-0.265, -2.959, 4.840], [0.104, 2.331, -0.471], [2.279, 1.807, -0.079], [2.678, -0.259, 0.505], [3.142, 2.053, -1.671], [4.427, 2.557, -1.811], [4.990, 2.646, -3.073], [4.292, 2.209, -4.186], [3.016, 1.683, -4.042], [2.440, 1.603, -2.789], [2.736, 2.827, 1.374], [1.811, 2.780, 2.417], [2.058, 3.457, 3.596], [3.233, 4.176, 3.748], [4.154, 4.219, 2.716], [3.913, 3.547, 1.527], [5.006, 2.878, -0.962], [5.982, 3.058, -3.183], [4.745, 2.269, -5.165], [2.470, 1.342, -4.909], [1.446, 1.190, -2.671], [0.897, 2.209, 2.292], [1.336, 3.428, 4.398], [3.431, 4.700, 4.668], [5.070, 4.775, 2.831], [4.645, 3.608, 0.741], [-4.706, -1.275, -0.396], [-3.715, -1.214, -2.059], [-4.794, -0.389, -3.446], [-3.414, -3.071, -2.625], [-2.207, -0.525, -2.052], [-5.627, -1.830, -0.560], [-4.946, -0.262, -0.066], [-4.108, -1.768, 0.368], [-5.663, -1.020, -3.632], [-4.201, -0.304, -4.359], [-5.120, 0.602, -3.127], [-4.366, -3.553, -2.836], [-2.885, -3.621, -1.845], [-2.809, -3.043, -3.532], [-3.136, 3.133, 1.981], [-3.397, 1.688, 0.960], [-4.800, 1.415, 0.908], [-2.779, 1.953, -0.362], [-2.607, 0.570, 1.570], [-3.420, 3.990, 1.384], [-2.096, 3.196, 2.273], [-3.781, 3.041, 2.848]],
  "lowdin_spin": [0.789, 0.000, -0.002, 0.000, 0.000, -0.006, 0.001, 0.028, 0.001, 0.002, 0.020, 0.004, 0.000, 0.000, 0.000, 0.000, 0.000, 0.000, 0.000, 0.000, 0.000, 0.001, 0.001, 0.000, 0.000, 0.000, 0.000, 0.000, 0.000, 0.000, -0.080, -0.005, 0.073, 0.002, 0.001, 0.000, 0.001, 0.000, 0.000, -0.003, -0.002, 0.000, -0.001, -0.001, 0.000, 0.000, 0.000, 0.000, 0.000, 0.000, 0.000, 0.000, 0.000, 0.000, 0.000, -0.001, 0.001, 0.001, -0.001, -0.009, 0.000, 0.000, 0.000, 0.000, 0.000, 0.000, 0.000, 0.000, 0.000, 0.000, 0.004, 0.022, 0.060, 0.097, 0.000, 0.000, 0.000]
}

***

# 2
{
  "formula": "C2H6N2O",
  "method": "wB97M-V/def2-TZVPD",
  "de_lowest_kj_mol": 369.2,
  "charge": 0,
  "smiles": "[H]/N=C(/C)NO",
  "e_lumo_ev": 0.9,
  "spin_multiplicity": 1,
  "max_force_ev_per_a": 3.9,
  "e_tot_ha": -264.44671,
  "species": ["C", "C", "H", "H", "H", "H", "H", "H", "N", "N", "O"],
  "xyz": [[-1.519, -0.303, -0.108], [-0.161, 0.279, -0.178], [-2.192, -0.312, -0.988], [-1.973, 0.104, 0.818], [-1.383, -1.438, 0.229], [0.947, 1.755, 0.417], [0.834, -0.924, 0.907], [2.222, -0.024, -0.959], [-0.005, 1.495, -0.040], [0.989, -0.661, -0.056], [2.241, 0.028, -0.043]],
  "mulliken_charge": [-0.791, 0.491, 0.269, 0.254, 0.257, 0.289, 0.283, 0.361, -0.604, -0.405, -0.404]
}

***

# 3
{
  "formula": "C4H11NOS",
  "method": "wB97M-V/def2-TZVPD",
  "de_lowest_kj_mol": 773.5,
  "charge": 0,
  "e_lumo_ev": -2.8,
  "spin_multiplicity": 1,
  "max_force_ev_per_a": 5.5,
  "e_tot_ha": -686.91472,
  "species": ["C", "C", "C", "C", "N", "O", "S", "H", "H", "H", "H", "H", "H", "H", "H", "H", "H", "H"],
  "xyz": [[1.485, -0.034, -0.478], [-0.914, -0.015, 1.020], [-2.006, -1.291, -0.660], [0.429, -1.028, -0.743], [-0.811, -0.498, -0.296], [3.365, 3.359, 0.722], [1.944, 3.701, 0.790], [1.615, 0.276, 0.527], [2.249, 0.150, -1.132], [-1.838, 0.275, 1.322], [-0.504, -0.616, 1.770], [-0.281, 0.965, 0.936], [-2.755, -1.716, 0.095], [-2.664, -0.617, -1.184], [-1.730, -2.151, -1.291], [0.787, -1.950, -0.288], [0.318, -1.267, -1.820], [1.312, 2.458, 0.711]],
  "mulliken_charge": [-0.940, -0.985, -0.996, -0.307, -0.016, -0.438, 0.167, 0.465, 0.347, 0.507, 0.352, 0.088, 0.317, 0.309, 0.359, 0.295, 0.448, 0.028]
}

***

# 4
{
  "formula": "C4H12OS",
  "method": "wB97M-V/def2-TZVPD",
  "de_lowest_kj_mol": 78.9,
  "charge": 0,
  "smiles": "CCO.CSC",
  "e_lumo_ev": 0.9,
  "spin_multiplicity": 1,
  "max_force_ev_per_a": 1.5,
  "e_tot_ha": -632.99703,
  "species": ["C", "S", "C", "H", "H", "H", "H", "H", "H", "C", "O", "C", "H", "H", "H", "H", "H", "H"],
  "xyz": [[1.299, 2.367, 0.442], [-0.500, 2.235, 0.198], [-0.558, 1.581, -1.477], [1.833, 3.030, -0.236], [1.750, 1.380, 0.279], [1.559, 2.509, 1.489], [-1.524, 1.121, -1.709], [-0.469, 2.362, -2.234], [0.221, 0.829, -1.620], [-0.479, -1.722, 1.058], [0.920, -1.339, 0.981], [-0.871, -2.271, -0.289], [-0.588, -2.461, 1.857], [-1.021, -0.813, 1.325], [1.355, -1.662, 1.776], [-0.377, -3.222, -0.476], [-1.951, -2.421, -0.354], [-0.597, -1.503, -1.011]],
  "mulliken_charge": [-0.852, -0.089, -0.835, 0.342, 0.213, 0.336, 0.310, 0.350, 0.207, -0.177, -0.511, -0.923, 0.385, 0.188, 0.286, 0.297, 0.311, 0.163]
}

***

# 5
{
  "formula": "C12H30AgF2N7O10S2",
  "method": "wB97M-V/def2-TZVPD",
  "de_lowest_kj_mol": 62.6,
  "charge": 2,
  "e_lumo_ev": [-7.5, -11.6],
  "spin_multiplicity": 3,
  "max_force_ev_per_a": 11.5,
  "e_tot_ha": -2753.34422,
  "species": ["Ag", "N", "S", "O", "O", "F", "S", "O", "O", "F", "O", "C", "N", "C", "H", "H", "H", "H", "H", "O", "C", "N", "C", "H", "H", "H", "H", "H", "O", "C", "N", "C", "H", "H", "H", "H", "H", "O", "C", "N", "C", "H", "H", "H", "H", "H", "O", "C", "N", "C", "H", "H", "H", "H", "H", "O", "C", "N", "C", "H", "H", "H", "H", "H"],
  "xyz": [[-0.419, -0.283, -0.100], [-1.314, -1.444, 1.426], [-1.242, -2.899, 1.861], [-2.400, -3.760, 1.760], [-0.260, -3.354, 2.827], [-0.454, -3.448, 0.517], [-2.083, -1.009, 2.866], [-1.112, -0.697, 3.936], [-3.384, -1.554, 3.191], [-2.460, 0.485, 2.490], [-1.654, 1.594, 0.232], [-1.799, 2.799, 0.201], [-1.955, 3.400, -1.013], [-1.674, 3.642, 1.499], [-2.016, 4.404, -1.107], [-2.096, 2.749, -1.772], [-1.988, 3.120, 2.402], [-2.216, 4.585, 1.558], [-0.600, 3.787, 1.621], [0.041, -1.600, -2.151], [0.793, -2.131, -2.954], [2.103, -2.002, -2.851], [0.321, -2.989, -4.080], [2.669, -2.405, -3.583], [2.488, -1.429, -2.114], [1.144, -3.139, -4.779], [-0.561, -2.553, -4.551], [0.095, -4.024, -3.827], [1.613, -1.391, 0.276], [2.385, -2.151, 0.766], [2.682, -3.304, 0.229], [3.019, -1.895, 2.120], [3.549, -3.747, 0.497], [2.291, -3.332, -0.702], [3.521, -2.732, 2.606], [2.178, -1.557, 2.725], [3.787, -1.136, 1.969], [1.105, 0.894, -1.319], [1.629, 1.620, -2.170], [0.995, 2.107, -3.190], [3.124, 1.917, -2.039], [1.506, 2.757, -3.771], [0.001, 1.983, -3.319], [3.589, 2.437, -2.876], [3.572, 0.930, -1.920], [3.273, 2.429, -1.089], [-2.400, -0.684, -1.332], [-3.539, -0.455, -0.971], [-4.084, 0.688, -1.356], [-4.390, -1.325, -0.092], [-4.806, 1.117, -0.795], [-3.549, 1.252, -2.001], [-4.076, -1.292, 0.952], [-4.273, -2.346, -0.454], [-5.451, -1.109, -0.218], [0.620, 1.141, 1.440], [1.188, 1.791, 2.348], [0.707, 1.727, 3.583], [2.536, 2.516, 2.158], [-0.048, 1.079, 3.759], [1.133, 2.094, 4.422], [3.278, 1.800, 1.802], [2.876, 3.032, 3.055], [2.492, 3.299, 1.401]],
  "lowdin_spin": [0.682, 0.271, -0.033, 0.409, 0.373, -0.011, 0.001, 0.032, 0.020, -0.002, 0.011, 0.001, 0.000, 0.001, 0.000, 0.000, 0.000, 0.000, 0.000, 0.011, 0.001, 0.000, 0.001, 0.000, 0.000, 0.000, 0.000, 0.000, 0.015, 0.002, 0.005, 0.000, 0.000, 0.000, 0.000, 0.000, 0.000, 0.138, 0.016, -0.001, 0.013, 0.000, 0.000, 0.002, 0.000, 0.000, 0.015, 0.002, 0.008, 0.000, 0.000, 0.000, 0.000, 0.000, 0.000, 0.012, 0.001, 0.000, 0.001, 0.000, 0.000, 0.000, 0.000, 0.000]
}

***

# 6
{
  "formula": "C6H22NO4S",
  "method": "wB97M-V/def2-TZVPD",
  "de_lowest_kj_mol": 66.2,
  "charge": -1,
  "e_lumo_ev": 3.1,
  "spin_multiplicity": 1,
  "max_force_ev_per_a": 4.3,
  "e_tot_ha": -995.67553,
  "species": ["C", "C", "S", "N", "C", "C", "C", "C", "H", "H", "H", "H", "H", "H", "H", "H", "H", "H", "H", "H", "H", "H", "H", "H", "O", "H", "H", "O", "H", "H", "O", "H", "H", "O"],
  "xyz": [[0.410, -1.332, 0.516], [0.687, -2.444, -0.529], [-0.774, -3.279, -1.239], [1.714, -0.971, 1.093], [1.456, -0.247, 2.406], [1.109, 1.298, 2.190], [1.426, 1.588, 0.663], [-0.390, 1.423, 2.544], [-0.404, -1.830, 1.174], [-0.157, -0.404, 0.278], [1.288, -2.353, -1.449], [1.077, -3.372, -0.113], [2.038, -1.851, 1.500], [2.381, -0.283, 2.971], [0.720, -0.740, 3.011], [1.751, 1.854, 2.856], [0.943, 0.917, -0.008], [2.490, 1.389, 0.481], [1.139, 2.620, 0.519], [-0.620, 2.435, 2.093], [-0.773, 1.749, 3.520], [-0.975, 0.726, 1.965], [-0.208, 2.841, -2.757], [0.031, 1.561, -2.054], [-0.258, 2.519, -1.847], [1.198, -0.310, -1.811], [-0.227, -0.558, -2.357], [0.492, 0.096, -2.327], [-2.660, -1.036, -1.167], [-2.910, -0.064, -2.437], [-3.247, -0.418, -1.623], [-1.451, 2.875, 0.445], [-0.308, 3.658, 0.013], [-1.064, 3.746, 0.613]],
  "mulliken_charge": [-0.381, -0.724, -0.630, -0.358, -0.929, 0.427, -0.694, -1.200, 0.199, 0.092, 0.156, 0.259, 0.326, 0.416, 0.408, 0.489, -0.301, 0.354, 0.465, 0.314, 0.345, 0.222, 0.264, 0.424, -0.636, 0.315, 0.278, -0.716, 0.304, 0.295, -0.674, 0.346, 0.231, -0.687]
}

***

# 7
{
  "formula": "C26H42BrN7PSYb",
  "method": "wB97M-V/def2-TZVPD",
  "de_lowest_kj_mol": 0.0,
  "charge": 0,
  "e_lumo_ev": [0.3, 0.3],
  "spin_multiplicity": 2,
  "max_force_ev_per_a": 14.1,
  "e_tot_ha": -5870.68720,
  "species": ["Yb", "C", "N", "C", "C", "N", "C", "C", "N", "C", "C", "N", "C", "N", "C", "C", "C", "N", "C", "H", "H", "H", "H", "H", "H", "H", "H", "H", "H", "H", "H", "H", "H", "H", "H", "H", "H", "H", "H", "H", "H", "H", "H", "S", "C", "C", "C", "C", "C", "N", "H", "H", "H", "H", "C", "P", "C", "C", "H", "H", "H", "H", "H", "H", "H", "H", "H", "Br", "C", "C", "C", "C", "C", "C", "H", "H", "H", "H", "H"],
  "xyz": [[-0.367, -0.257, 0.005], [-0.295, -2.735, 1.983], [0.435, -3.646, 1.130], [0.354, -5.069, 1.394], [1.122, -5.645, 0.208], [1.014, -4.582, -0.794], [1.832, -4.717, -1.976], [0.640, -3.372, -0.218], [0.448, -2.197, -0.674], [0.540, -1.802, -2.062], [1.614, -0.722, -2.206], [1.208, 0.435, -1.428], [1.784, 1.568, -1.563], [2.867, 1.995, -2.331], [4.004, 1.152, -2.636], [3.167, 3.408, -2.074], [1.879, 3.917, -1.433], [1.320, 2.692, -0.893], [-0.001, 2.728, -0.307], [-0.241, -3.059, 3.028], [-1.350, -2.692, 1.692], [0.126, -1.725, 1.934], [-0.690, -5.402, 1.378], [0.808, -5.347, 2.350], [0.690, -6.587, -0.142], [2.173, -5.807, 0.476], [2.338, -5.690, -2.001], [2.608, -3.946, -2.014], [1.215, -4.666, -2.877], [-0.431, -1.391, -2.365], [0.745, -2.618, -2.751], [1.697, -0.469, -3.269], [2.571, -1.113, -1.845], [4.381, 0.662, -1.733], [4.823, 1.741, -3.064], [3.748, 0.395, -3.381], [3.412, 3.950, -2.992], [4.002, 3.496, -1.368], [1.210, 4.340, -2.192], [2.072, 4.669, -0.662], [-0.138, 3.642, 0.281], [-0.155, 1.880, 0.369], [-0.771, 2.702, -1.085], [-2.511, -1.475, -0.975], [-2.487, 0.192, -1.636], [-3.547, 0.491, -2.487], [-3.620, 1.763, -3.055], [-2.640, 2.705, -2.765], [-1.613, 2.341, -1.910], [-1.501, 1.126, -1.339], [-4.309, -0.248, -2.710], [-4.442, 2.007, -3.720], [-2.675, 3.698, -3.193], [-0.824, 3.037, -1.651], [-2.415, -2.113, 3.503], [-1.569, -1.177, 2.172], [-0.181, -0.450, 3.125], [-2.674, 0.282, 2.055], [-2.608, -1.487, 4.380], [-1.803, -2.962, 3.819], [-3.373, -2.501, 3.145], [-0.531, 0.058, 4.029], [0.361, 0.277, 2.514], [0.524, -1.231, 3.426], [-2.849, 0.739, 3.034], [-3.643, -0.007, 1.637], [-2.236, 1.040, 1.399], [-0.752, 5.611, 3.818], [-0.648, 4.028, 2.789], [0.492, 3.227, 2.865], [0.565, 2.059, 2.105], [-0.495, 1.698, 1.275], [-1.632, 2.502, 1.203], [-1.711, 3.671, 1.961], [1.322, 3.502, 3.510], [1.446, 1.426, 2.154], [-2.452, 2.211, 0.553], [-2.601, 4.292, 1.899], [1.219, -0.452, 1.179]],
  "lowdin_spin": [1.002, 0.001, 0.000, 0.000, 0.000, 0.000, 0.000, 0.000, -0.001, 0.000, 0.000, 0.000, 0.000, 0.000, 0.000, 0.000, 0.000, 0.000, -0.001, 0.000, 0.000, 0.000, 0.000, 0.000, 0.000, 0.000, 0.000, 0.000, 0.000, 0.000, 0.000, 0.000, 0.000, 0.000, 0.000, 0.000, 0.000, 0.000, 0.000, 0.000, 0.000, 0.000, 0.000, 0.000, 0.000, 0.000, 0.000, 0.000, 0.000, 0.000, 0.000, 0.000, 0.000, 0.000, 0.000, 0.001, 0.000, 0.001, 0.000, 0.000, 0.000, 0.000, 0.000, 0.000, 0.000, 0.000, 0.000, 0.000, 0.000, 0.000, 0.000, -0.001, 0.000, 0.000, 0.000, 0.000, 0.000, 0.000, -0.002]
}

***

# 8
{
  "formula": "C3H5NO2",
  "method": "wB97M-V/def2-TZVPD",
  "de_lowest_kj_mol": 155.3,
  "charge": 0,
  "smiles": "N#C[C@H](O)CO",
  "e_lumo_ev": 0.5,
  "spin_multiplicity": 1,
  "max_force_ev_per_a": 1.0,
  "e_tot_ha": -322.51518,
  "species": ["O", "C", "C", "O", "C", "N", "H", "H", "H", "H", "H"],
  "xyz": [[1.693, 0.113, 0.747], [0.711, -0.466, -0.091], [-0.623, 0.210, 0.249], [-0.787, 1.505, -0.255], [-1.748, -0.517, -0.373], [-2.649, -0.963, -0.939], [2.558, -0.203, 0.455], [0.948, -0.305, -1.153], [0.616, -1.551, 0.084], [-0.724, 0.161, 1.346], [0.005, 2.016, -0.071]],
  "mulliken_charge": [-0.503, -0.574, 0.351, -0.504, 0.125, -0.399, 0.313, 0.337, 0.335, 0.179, 0.342]
}

***

> Number 7 is which compound?

C26H42BrN7PSYb